Record 1
Here is C33H61I2N5OPSbSi3Y as an isolated structure from the OMol25 dataset. Energies are from the ωB97M-V functional and the def2-TZVPD basis.

The total charge is +1. Its highest occupied orbital energy is -10.11 eV. For the total energy, the calculation gives -3726.9668 Ha. The HOMO-LUMO gap comes out at 7.43 eV.

XYZ file:
```
108
C33H61I2N5OPSbSi3Y (the ωB97M-V functional and the def2-TZVPD basis)
I 6.548 -0.278 3.323
I 1.153 0.549 5.800
Sb -3.279 -0.208 0.530
Y -0.464 0.907 0.775
P 0.070 4.096 -0.168
Si -4.114 1.152 2.551
Si -5.066 -0.012 -1.309
Si -3.190 -2.571 1.538
O 0.390 0.450 2.696
N -1.354 4.975 -0.201
N 1.202 4.709 -1.213
N -0.213 2.585 -0.420
N 0.716 4.509 1.333
N 1.816 0.066 0.517
C -4.945 1.750 -1.937
C -3.034 5.657 -1.872
C 1.677 0.252 2.875
C 1.530 6.846 -2.375
C 4.583 -0.248 0.575
C -0.147 4.262 2.483
C 3.898 -0.225 -0.613
C 2.510 -0.054 -0.599
C -6.763 -0.360 -0.600
C -5.866 0.675 3.017
C 2.084 4.026 1.562
C -3.682 6.666 -0.914
C -2.429 4.497 -1.094
C -3.052 -3.778 0.108
C 3.889 -0.099 1.793
C 3.705 0.096 4.193
C 4.482 -0.073 3.084
C 0.405 4.920 3.743
C -2.876 6.781 0.391
C -4.634 -1.252 -2.645
C 1.834 4.458 4.012
C -4.703 -2.927 2.581
C 2.292 6.185 -3.538
C -1.422 6.392 0.166
C -4.045 2.969 2.091
C 1.312 4.091 -2.547
C -1.632 -2.645 2.581
C 2.309 0.262 4.098
C -2.926 0.780 3.956
C 2.487 0.040 1.707
C 2.502 4.685 -3.282
C 2.701 4.695 2.780
C 1.743 6.067 -1.085
H 2.681 4.215 0.672
H 0.402 4.256 -3.142
H -5.194 2.472 -1.155
H 4.412 -0.326 -1.558
H -0.990 7.038 -0.611
H -1.145 4.639 2.266
H -3.950 -3.799 -0.512
H -5.620 -2.960 1.989
H 0.382 6.006 3.615
H -4.766 -2.278 -2.298
H -1.867 0.944 3.731
H 2.082 2.932 1.717
H -7.488 -0.326 -1.419
H -0.236 3.174 2.682
H -1.572 -3.643 3.027
H 0.457 6.872 -2.589
H -6.832 -1.348 -0.138
H -7.062 0.380 0.142
H 1.416 3.015 -2.418
H 1.956 0.002 -1.529
H -2.026 3.742 -1.766
H 4.160 0.115 5.174
H -4.838 -2.189 3.375
H -4.579 -3.905 3.057
H -4.249 3.577 2.979
H -3.218 4.004 -0.513
H 1.850 7.880 -2.240
H -6.036 0.887 4.077
H -3.290 6.119 1.157
H -2.244 6.137 -2.458
H 5.658 -0.368 0.587
H 3.707 4.299 2.931
H -2.927 7.796 0.788
H -4.804 3.211 1.344
H -6.081 -0.381 2.849
H 2.246 4.967 4.884
H -5.295 -1.107 -3.504
H 1.826 3.385 4.243
H -0.722 -2.499 1.993
H 3.401 4.521 -2.680
H 2.795 5.767 2.586
H -3.766 5.277 -2.586
H 2.652 4.153 -4.222
H -2.202 -3.544 -0.535
H -2.901 -4.786 0.504
H 1.263 6.564 -0.244
H 2.815 6.027 -0.855
H -0.247 4.675 4.584
H -5.649 1.897 -2.761
H -3.758 7.639 -1.400
H -4.703 6.353 -0.684
H -3.076 3.276 1.688
H -3.942 1.982 -2.301
H 1.733 6.326 -4.466
H 3.258 6.670 -3.681
H -3.605 -1.140 -2.992
H -1.615 -1.917 3.395
H -3.182 1.416 4.810
H -3.042 -0.256 4.287
H -6.589 1.262 2.446
H -0.835 6.544 1.073
```

=====

Record 2
Here is a 5-piece molecular cluster, C33H61O8P overall from the OMol25 dataset. Energies are from the ωB97M-V functional and the def2-TZVPD basis.

The SMILES is Cc1ccccc1CO[P@](=O)(O)OCCCc1ccccc1.CCOCC.CCOCC.CCOCC.CCOCC. Its highest occupied orbital energy is -8.60 eV. For the total energy, the calculation gives -2237.3438 Ha. The HOMO-LUMO gap comes out at 9.31 eV.

XYZ file:
```
103
C33H61O8P (the ωB97M-V functional and the def2-TZVPD basis)
P 0.591 2.831 1.196
O 4.694 1.408 -4.169
O -4.113 6.701 -0.693
O 0.511 1.299 1.617
O 1.158 3.583 2.480
O 2.636 -4.654 0.253
O 1.344 3.146 -0.016
O -1.721 -4.633 3.202
O -0.943 3.216 1.218
C -1.691 2.877 0.028
C 0.739 -1.436 -0.042
C -4.468 7.854 1.454
C -4.191 -1.952 1.327
C -2.750 -5.254 3.950
C -5.077 -1.568 0.328
C 0.012 -2.023 1.140
C 2.845 -6.468 1.887
C 1.527 -0.277 0.052
C 3.747 -3.889 0.682
C 5.451 1.079 -5.318
C 0.626 -2.057 -1.286
C 5.112 2.561 -3.457
C -4.194 8.721 -2.099
C -4.998 -0.299 -0.218
C 5.055 3.842 -4.270
C -4.933 7.547 -1.477
C -3.491 7.304 0.429
C -3.152 0.222 1.208
C 2.050 -0.411 -2.314
C 1.672 0.457 1.353
C -1.268 -6.538 1.705
C 5.034 -4.178 -0.072
C -4.028 2.000 -0.412
C -2.259 -5.988 5.187
C 1.266 -1.556 -2.413
C -3.183 3.040 0.315
C 2.172 0.218 -1.082
C -0.732 -5.501 2.677
C 2.727 -6.053 0.431
C -4.038 0.619 0.209
C -3.233 -1.050 1.763
C 6.911 0.775 -5.030
H -2.893 6.511 0.878
H -1.846 -6.056 0.916
H 0.805 3.228 3.304
H -1.911 -7.270 2.196
H -0.029 -4.848 2.158
H -1.380 3.540 -0.780
H 3.447 -2.853 0.514
H 6.117 2.414 -3.043
H -0.231 -3.071 0.960
H 5.417 -5.178 0.137
H -5.328 6.904 -2.263
H 4.868 -4.096 -1.147
H 3.542 -6.480 -0.166
H 5.264 4.697 -3.627
H -1.461 1.852 -0.280
H -2.540 -1.323 2.551
H -3.110 -6.329 5.778
H 2.566 0.012 -3.169
H 4.427 2.632 -2.612
H 5.803 -3.461 0.219
H 5.788 3.850 -5.079
H 5.367 1.867 -6.075
H -5.184 7.085 1.748
H 6.995 0.015 -4.251
H 7.400 0.406 -5.932
H -5.028 8.709 1.071
H -0.178 -5.986 3.489
H -5.701 -0.015 -0.996
H 2.768 1.119 -0.993
H -3.320 8.371 -2.650
H -2.389 0.901 1.575
H -1.662 -6.865 4.933
H -0.438 -7.081 1.249
H -5.066 2.348 -0.423
H -0.932 -1.500 1.314
H -4.234 -2.940 1.770
H -5.791 7.902 -0.894
H -3.856 9.437 -1.349
H 3.901 -4.004 1.762
H 0.028 -2.959 -1.371
H -3.719 1.957 -1.461
H 7.456 1.660 -4.698
H 2.749 -7.551 1.981
H 2.586 1.051 1.380
H 1.158 -2.048 -3.372
H -4.853 9.251 -2.787
H -1.647 -5.328 5.803
H 0.596 -1.968 2.061
H 1.795 -6.441 0.016
H 1.700 -0.240 2.190
H 2.056 -5.987 2.465
H -3.336 -5.928 3.315
H -3.413 -4.440 4.244
H -5.837 -2.260 -0.015
H -3.341 2.984 1.394
H 3.802 -6.184 2.328
H -3.927 8.184 2.341
H 4.966 0.193 -5.728
H -3.482 4.043 -0.001
H 4.065 3.970 -4.708
H -2.792 8.085 0.108
```

=====

Record 3
Here is a 5-piece molecular cluster, C33H62FN3O8S overall in a non-equilibrium geometry from the OMol25 dataset. Energies are from the ωB97M-V functional and the def2-TZVPD basis.

The SMILES is O=NOCN(CCCCCCCCCCCCn1cccc1)S(=O)(=O)F.C1CCOC1.C1CCOC1.C1CCOC1.C1CCOC1. Its highest occupied orbital energy is -7.38 eV. For the total energy, the calculation gives -2558.5546 Ha. The HOMO-LUMO gap comes out at 6.74 eV.

XYZ file:
```
108
C33H62FN3O8S (the ωB97M-V functional and the def2-TZVPD basis)
S -0.578 2.874 -2.648
F -1.903 3.571 -3.307
O -0.173 -3.484 -1.716
O -0.819 2.786 -1.224
O 5.301 2.597 3.611
O 0.524 3.760 -2.945
O -3.131 -7.497 -3.892
O -2.032 -0.263 -2.519
O -3.756 5.166 1.800
O -3.684 0.756 -1.616
N -0.344 1.331 -3.305
N -2.579 0.422 -1.422
N 0.328 2.970 2.876
C -3.468 -7.068 -5.217
C 0.003 -0.428 1.631
C -1.618 0.623 -3.572
C -4.011 3.872 1.238
C -2.057 -4.401 -2.824
C 4.040 0.055 1.507
C -1.607 -3.492 -1.695
C -0.037 3.896 1.928
C 5.572 3.775 5.649
C -4.706 6.100 1.274
C 4.244 0.310 -1.145
C -4.866 -7.588 -5.504
C 2.206 -1.876 1.314
C 0.212 0.493 2.911
C 6.921 3.676 4.962
C -5.401 5.409 0.113
C 0.286 -4.527 -2.588
C -5.488 -7.594 -4.120
C -0.918 -5.401 -2.895
C 4.616 3.484 4.506
C 4.694 -0.442 0.164
C 6.687 2.549 3.972
C -0.855 4.891 2.576
C 0.557 0.494 -2.462
C 1.133 1.756 2.649
C -0.924 4.487 3.996
C 2.086 0.888 -2.577
C 3.177 -1.059 2.253
C -0.152 3.281 4.136
C 0.681 -1.840 1.766
C -4.311 -7.998 -3.250
C 2.772 0.853 -1.149
C -5.360 3.955 0.544
H -2.727 -7.445 -5.923
H -2.114 -3.836 -3.760
H -4.378 -7.593 -2.238
H -3.990 3.120 2.028
H 0.240 3.888 0.860
H 4.570 -1.556 0.069
H -3.441 -5.973 -5.233
H 4.370 4.396 3.952
H 2.059 1.755 3.285
H 0.285 0.139 0.714
H -4.192 7.015 0.971
H 2.661 -0.648 3.161
H -5.819 -6.585 -3.858
H 2.240 1.915 -2.990
H 3.941 -1.780 2.662
H -2.460 1.301 -3.861
H 2.594 0.153 -3.252
H -3.031 -4.857 -2.642
H 4.306 -0.445 -1.983
H 7.302 2.643 3.075
H 5.388 4.740 6.122
H -6.339 -8.268 -4.024
H -1.979 -2.473 -1.804
H -1.104 -0.618 1.546
H 5.807 -0.292 0.250
H 0.205 0.447 -1.402
H 4.889 0.271 2.212
H 2.826 1.927 -0.808
H -6.162 3.758 1.262
H 4.966 1.118 -1.436
H 1.095 -5.078 -2.105
H -1.431 -0.028 -4.466
H -0.806 0.796 3.269
H 7.134 4.606 4.427
H 0.678 -4.057 -3.497
H 3.687 3.020 4.842
H -4.819 5.541 -0.804
H 0.652 -0.123 3.739
H -4.812 -8.610 -5.891
H -6.409 5.787 -0.065
H 1.440 1.764 1.569
H 0.147 -2.522 1.047
H -5.459 3.248 -0.280
H 0.548 -2.278 2.786
H -1.927 -3.879 -0.721
H -3.209 3.651 0.525
H 5.487 2.998 6.415
H 3.461 1.003 1.436
H 0.482 -0.553 -2.862
H 0.085 2.643 5.006
H 2.079 0.346 -0.440
H -5.407 -6.978 -6.227
H -1.331 5.753 2.079
H 7.749 3.479 5.644
H -4.222 -9.088 -3.184
H -1.445 4.973 4.840
H -1.040 -6.158 -2.115
H 6.883 1.572 4.428
H 2.289 -1.643 0.228
H -0.840 -5.911 -3.854
H -5.415 6.345 2.072
H 2.501 -2.960 1.418
```

=====

Record 4
Here is C33H62N5O6PdS5 as an isolated structure in a non-equilibrium geometry from the OMol25 dataset. Energies are from the ωB97M-V functional and the def2-TZVPD basis.

The total charge is +1. As for the expectation value of S²: 2.009. Its highest occupied orbital energy (spin up / spin down) is -9.49 / -9.49 eV. The spin multiplicity is 3. For the total energy, the calculation gives -4138.0266 Ha. The HOMO-LUMO gap (spin up / spin down) comes out at 7.05 / 5.43 eV.

XYZ file:
```
112
C33H62N5O6PdS5 (the ωB97M-V functional and the def2-TZVPD basis)
Pd 5.744 -0.693 -1.235
S 5.958 -4.211 -0.015
S 9.004 -1.244 -0.740
S 7.134 -3.007 -8.816
S 10.457 2.109 -8.281
S 5.457 2.628 -2.676
O 6.007 -2.788 -0.513
O 8.385 -3.177 -7.944
O 5.966 -1.467 -3.277
O 9.848 3.509 -8.326
O 7.756 -0.347 -1.048
O 5.919 1.358 -1.910
N 10.120 -6.574 -1.573
N 3.973 -4.268 -2.909
N 11.416 4.971 -4.200
N 3.391 -1.662 -5.165
N 9.293 -5.636 -6.847
C 7.946 -0.717 -4.635
C 3.289 -6.358 -2.991
C 4.754 1.950 -4.182
C 11.164 -6.831 -6.581
C 7.691 -3.160 -4.151
C 3.265 -2.860 -5.839
C 11.190 -6.683 -0.697
C 9.107 -6.686 -7.695
C 11.620 3.040 -3.150
C 7.001 3.403 -3.365
C 12.194 4.239 -3.330
C 4.294 -5.449 -3.420
C 10.470 -5.790 -2.683
C 2.867 -4.356 -2.045
C 6.571 -4.308 1.745
C 6.399 -1.418 -8.220
C 10.395 3.004 -3.833
C 10.339 -7.276 -7.660
C 7.288 -5.128 -0.790
C 2.510 -0.806 -5.632
C 10.504 -5.696 -6.139
C 12.009 2.241 -7.301
C 6.940 -1.840 -4.243
C 2.241 -2.714 -6.743
C 1.806 -1.353 -6.713
C 9.426 -0.964 1.051
C 12.195 -5.841 -1.237
C 10.513 -0.498 -1.380
C 2.547 -5.690 -2.009
C 10.282 4.273 -4.445
C 11.749 -5.438 -2.525
C 7.965 -2.284 -10.295
C 9.552 0.911 -7.198
H 13.128 4.670 -3.000
H 3.857 -1.637 -4.270
H 11.214 -1.236 -0.988
H 4.483 -3.485 -3.293
H 7.251 -3.462 1.845
H 11.817 2.943 -6.489
H 13.158 -5.655 -0.786
H 5.207 -5.436 -3.997
H 12.077 2.271 -2.545
H 8.388 -6.736 -8.499
H 8.583 -1.095 -5.434
H 3.966 1.341 -3.740
H 10.657 -8.083 -8.304
H 6.287 -2.031 -5.094
H 12.174 -7.196 -6.465
H 12.421 1.272 -7.021
H 1.746 -6.063 -1.389
H 11.577 5.920 -4.503
H 8.572 -0.295 -3.849
H 9.822 -5.631 -3.532
H 3.776 -3.755 -5.517
H 8.354 -3.246 -5.012
H 7.686 3.597 -2.540
H 7.103 -1.974 -10.885
H 4.259 2.514 -4.972
H 7.489 2.746 -4.084
H 8.476 -3.137 -10.743
H 5.862 -4.206 2.567
H 9.193 -6.951 -1.439
H 10.811 -4.956 -5.415
H 5.224 1.200 -4.819
H 10.639 -0.396 -2.458
H 10.116 0.015 -6.940
H 7.105 -1.113 -7.447
H 8.798 -1.219 1.904
H 9.379 1.465 -6.275
H 1.841 -3.484 -7.386
H 2.385 0.187 -5.227
H 1.041 -0.997 -7.387
H 6.951 -5.322 1.873
H 8.627 0.630 -7.700
H 8.725 -1.521 -10.128
H 8.712 -4.813 -6.773
H 12.693 2.598 -8.071
H 9.750 2.147 -3.963
H 9.512 4.793 -4.996
H 8.256 -4.787 -0.423
H 2.447 -3.438 -1.660
H 7.236 -6.183 -0.524
H 7.315 0.077 -5.036
H 6.300 -0.560 -8.885
H 6.827 4.423 -3.709
H 9.566 0.110 1.177
H 5.424 -1.540 -7.749
H 6.928 -3.937 -4.209
H 7.035 -5.097 -1.850
H 10.620 0.446 -0.846
H 8.212 -3.305 -3.205
H 3.196 -7.371 -3.354
H 10.413 -1.373 1.264
H 11.113 -7.303 0.184
H 12.307 -4.748 -3.140
```